# C18H34CrF12N3O10S2

C18H34CrF12N3O10S2 as an isolated structure at a distorted geometry (the ωB97M-V functional and the def2-TZVPD basis, OMol25).

```
! wB97M-V def2-TZVPD RIJCOSX def2/J DEFGRID3
* xyz 0 4
Cr 0.0330 -0.0837 -0.0443
C 1.8118 1.7732 1.7397
O 0.6679 2.4936 2.1301
O 1.4841 0.7330 0.9677
C 2.8576 2.6853 1.0965
F 3.8769 2.0271 0.6023
F 2.3528 3.4954 0.1367
F 3.3578 3.5284 2.0566
C 0.7595 3.3333 3.2722
C 0.3728 2.6058 4.5587
H -0.5983 2.1252 4.4273
H 1.1076 1.8414 4.8165
H 0.2993 3.3420 5.3580
H -0.0006 4.1051 3.1159
H 1.7219 3.8238 3.3994
H 2.3242 1.3791 2.6428
C -2.5771 -0.6714 -1.8994
O -2.3354 0.3938 -2.8660
O -1.5795 -0.7460 -1.0689
C -3.9735 -0.5068 -1.2726
F -4.0709 0.3927 -0.3016
F -4.8888 -0.1986 -2.2000
F -4.3797 -1.6980 -0.7624
C -2.8906 0.2835 -4.1548
C -2.1426 1.2129 -5.0930
H -2.2702 2.2539 -4.7885
H -1.0648 1.0366 -5.0542
H -2.4703 1.0141 -6.1117
H -3.9565 0.4935 -4.1898
H -2.7421 -0.7410 -4.5288
H -2.6617 -1.5964 -2.5073
C 3.9297 -1.3721 -0.2852
F 4.9149 -2.0591 -0.8109
F 3.2467 -2.1465 0.5523
F 4.4027 -0.3304 0.3860
S 2.8127 -0.7305 -1.6644
O 2.8288 0.6958 -1.6324
O 3.2760 -1.3116 -2.8796
N 1.2337 -1.2046 -1.1847
S 0.9714 -2.6844 -1.8188
O 2.0956 -3.5523 -1.8247
O -0.2371 -3.2070 -1.2562
C 0.4880 -2.3584 -3.6067
F 0.0656 -1.1094 -3.7550
F 1.4819 -2.6020 -4.4500
F -0.5041 -3.1971 -3.9027
C 0.3191 -1.2996 3.6916
C 0.7824 -1.8792 2.3762
C 1.0449 -3.3527 2.5064
O 1.1952 -3.8760 1.2266
C 1.5893 -5.2254 1.1480
N -0.2954 -1.6493 1.3159
H 0.1320 -0.2289 3.6176
H 1.0321 -1.4457 4.5045
H -0.6030 -1.8144 3.9923
H 1.6658 -1.3323 2.0553
H 0.1476 -3.8191 2.9817
H 1.8099 -3.5986 3.2570
H 2.1130 -5.3533 0.2067
H 0.7629 -5.9496 1.2207
H 2.2236 -5.5048 2.0035
H -1.1910 -1.8529 1.7657
H -0.2003 -2.5163 0.7503
C -1.0169 3.7245 -1.7797
C -0.5798 2.6714 -0.7550
C -1.6552 2.3191 0.2563
O -1.3228 1.1182 0.9444
C -2.2732 0.7752 1.9340
N 0.0000 1.4822 -1.4637
H -0.1516 3.9366 -2.4083
H -1.4506 4.6286 -1.3574
H -1.7739 3.2984 -2.4498
H 0.2036 3.1506 -0.1812
H -2.6647 2.3030 -0.1647
H -1.6709 3.1601 0.9627
H -3.2138 0.4089 1.5341
H -2.5321 1.6689 2.5195
H -1.8382 0.0760 2.6368
H 0.7239 1.8450 -2.0808
H -0.7429 1.1699 -2.1111
*
```

LUMO level (spin up / spin down) = 0.07 / 0.25 eV
Maximum force = 3.37 eV/A
HOMO energy (spin up / spin down) = -9.33 / -9.50 eV
Energy above the lowest of the compared OMol25 structures with the same formula, charge and spin = 30.8 kJ/mol
Expectation value of S² = 3.768



# C20H21N7RuS3

C20H21N7RuS3 as an isolated structure at a distorted geometry (the ωB97M-V functional and the def2-TZVPD basis, OMol25).

```
! wB97M-V def2-TZVPD RIJCOSX def2/J DEFGRID3
* xyz 2 5
Ru 0.0191 1.5947 0.3475
N 3.3847 -1.2101 1.9582
C 2.6097 -0.3758 1.2462
S 0.1204 2.8176 2.1301
N 3.1047 0.4972 0.4914
N 2.2141 1.4320 -0.0727
C 2.6859 2.3300 -0.8413
C 1.8630 3.4033 -1.3458
C 2.3724 4.5864 -1.9341
C 1.4384 5.5666 -2.2472
C 0.0755 5.5280 -1.8179
C -0.3248 4.3147 -1.2335
N 0.4735 3.3292 -0.9929
H 2.9343 -1.8646 2.5179
H 4.3374 -1.1907 1.7608
H 3.7587 2.2750 -1.0384
H 3.4641 4.5713 -2.1916
H 1.8453 6.4383 -2.7319
H -0.6007 6.2550 -2.1625
H -1.3203 4.2215 -0.8270
S -1.7761 -1.6523 -2.2251
C -0.4360 -1.1471 -3.1173
C 0.2306 -0.1148 -2.5078
C -0.3264 0.2688 -1.2560
C -1.4580 -0.4737 -1.0146
C -2.2228 -0.3615 0.1824
C -3.4883 -0.9593 0.4730
C -4.1351 -0.5809 1.6138
C -3.5622 0.3193 2.4571
C -2.3722 0.9231 2.1130
N -1.7153 0.5968 1.0221
H -0.2473 -1.6686 -4.0935
H 1.0401 0.3988 -3.0118
H -3.8572 -1.5357 -0.3339
H -5.1304 -0.9167 1.7419
H -4.1300 0.6010 3.3679
H -1.8799 1.7550 2.6623
C -0.9255 -3.2589 2.5220
N -0.2994 -3.1822 1.1973
C -0.1058 -4.3858 0.3641
C 0.7175 -3.8416 -0.8354
N 1.1555 -2.5281 -0.3695
C 0.5589 -2.2181 0.8004
S 0.7954 -0.6899 1.5806
H -1.5532 -2.4105 2.8284
H -0.2708 -3.4944 3.3207
H -1.6482 -4.0713 2.5256
H -1.0524 -4.7584 0.0018
H 0.4129 -5.1761 0.8643
H 0.2121 -3.8160 -1.8437
H 1.5660 -4.4213 -1.0672
H 1.4484 -1.7191 -0.9784
*
```

LUMO level (spin up / spin down) = -6.49 / -7.13 eV
Maximum force = 4.26 eV/A
HOMO energy (spin up / spin down) = -13.75 / -13.87 eV
Energy above the lowest of the compared OMol25 structures with the same formula, charge and spin = 128.4 kJ/mol
Expectation value of S² = 6.031



# C40H63BBaIN11O6S4

C40H63BBaIN11O6S4 as an isolated structure at a distorted geometry (the ωB97M-V functional and the def2-TZVPD basis, OMol25).

```
! wB97M-V def2-TZVPD RIJCOSX def2/J DEFGRID3
* xyz -2 1
Ba 1.3132 -0.5357 1.4307
C 2.4303 2.7873 4.8944
C 1.9059 2.3427 3.5625
N 1.3792 1.2053 3.3407
N 1.3087 0.2644 4.3421
C 0.3679 -0.6391 4.1049
O -0.4956 -0.5921 3.1774
C 0.3588 -1.8072 5.0427
C 1.0950 -1.8050 6.2234
C 1.0731 -2.9093 7.0594
C 0.3276 -4.0304 6.7166
C -0.4004 -4.0384 5.5361
C -0.3911 -2.9277 4.7054
C 1.9233 3.2689 2.3922
C 2.5943 4.4883 2.4537
C 2.5220 5.3488 1.3689
C 1.7775 4.9746 0.2659
C 1.1513 3.7313 0.2857
N 1.2287 2.8950 1.3077
H 2.1956 2.0305 5.6363
H 1.9857 3.7399 5.1891
H 3.5152 2.9157 4.8586
H 1.6864 -0.9331 6.4615
H 1.6492 -2.9012 7.9770
H 0.3217 -4.8984 7.3648
H -0.9704 -4.9146 5.2532
H -0.9429 -2.9239 3.7763
H 3.1658 4.7534 3.3321
H 3.0428 6.3000 1.3910
H 1.6851 5.6122 -0.6032
H 0.5804 3.3837 -0.5676
C -4.1293 4.8259 0.4479
C -2.6660 4.9994 0.0396
C -2.5163 6.3575 -0.6460
C -1.7341 4.9716 1.2506
N -2.2827 3.9328 -0.9081
C -1.8974 4.1437 -2.2247
C -1.6274 2.9361 -2.7539
N -1.8679 1.9786 -1.8026
B -1.4476 0.4760 -1.9582
N -0.7032 0.3123 -3.3079
C -1.1007 -0.5263 -4.3233
C -0.0281 -0.7946 -5.0865
N 1.0636 -0.1337 -4.5301
C 0.6232 0.5794 -3.4496
S 1.4068 1.7624 -2.5363
C 2.4412 -0.3966 -5.0362
C 3.5431 -0.0415 -4.0413
C 2.6147 0.4113 -6.3221
C 2.5580 -1.8970 -5.3215
N -2.7223 -0.4290 -1.9947
C -4.0155 0.0379 -1.9212
C -4.8257 -0.9899 -1.6161
N -4.0204 -2.1115 -1.4585
C -2.7298 -1.7582 -1.7373
S -1.3953 -2.7828 -1.9134
C -4.5475 -3.4598 -1.1418
C -3.7170 -4.1532 -0.0594
C -5.9676 -3.3088 -0.5932
C -4.5764 -4.2813 -2.4298
C -2.2700 2.5870 -0.6581
S -2.7050 1.8079 0.7880
H -4.4215 5.6544 1.0949
H -4.2749 3.8875 0.9772
H -4.7692 4.8317 -0.4369
H -2.8315 7.1232 0.0624
H -3.1454 6.4411 -1.5327
H -1.4814 6.5585 -0.9218
H -2.0231 5.7649 1.9421
H -0.7008 5.1405 0.9385
H -1.7832 4.0183 1.7663
H -1.7888 5.1180 -2.6551
H -1.2476 2.6750 -3.7229
H -0.7312 0.2240 -1.0536
H -2.1130 -0.8739 -4.4076
H 0.0541 -1.4067 -5.9620
H 3.6044 1.0227 -3.8509
H 4.4850 -0.3808 -4.4806
H 3.4169 -0.5399 -3.0812
H 2.5318 1.4768 -6.1044
H 1.8556 0.1467 -7.0616
H 3.5988 0.2172 -6.7512
H 2.3160 -2.4748 -4.4297
H 3.5925 -2.1108 -5.5927
H 1.9249 -2.2237 -6.1482
H -4.2578 1.0688 -2.0849
H -5.8829 -0.9953 -1.4443
H -3.6095 -3.5120 0.8163
H -2.7254 -4.4003 -0.4188
H -4.2374 -5.0718 0.2210
H -5.9841 -2.6412 0.2676
H -6.3077 -4.2919 -0.2683
H -6.6711 -2.9478 -1.3445
H -3.5663 -4.3820 -2.8246
H -5.2035 -3.7944 -3.1800
H -4.9790 -5.2750 -2.2278
O -1.9175 1.9896 3.7692
H -2.3864 2.0340 2.9232
H -1.3089 1.2553 3.6209
O 1.9390 -3.1885 -1.5635
H 2.2587 -2.3590 -1.1050
H 1.0475 -2.9289 -1.8445
O -2.8008 -1.5031 1.7295
H -2.0225 -1.3470 2.2888
H -2.8548 -0.7066 1.1855
S 4.0551 -1.5146 2.0896
N 2.5020 -4.2706 1.5503
C 1.2220 -4.0242 1.2788
O 0.6457 -2.9954 1.6046
C 0.4133 -5.0485 0.5121
I 0.4503 -7.0155 1.3690
H 3.0857 -3.4644 1.8628
H 2.9437 -5.0501 1.0933
H 0.8047 -5.1397 -0.4986
H -0.6247 -4.7355 0.4958
C 4.7733 0.9974 0.1560
N 5.0326 -0.3516 -0.2855
C 6.3837 -0.7667 -0.0047
C 4.0375 -1.3138 0.1747
O 2.8018 -0.9875 -0.2781
H 5.4354 1.6847 -0.3791
H 4.9208 1.1262 1.2413
H 3.7463 1.2625 -0.0966
H 7.0807 -0.0421 -0.4363
H 6.5748 -1.7392 -0.4662
H 6.5862 -0.8552 1.0751
H 4.3895 -2.2907 -0.1958
*
```

LUMO level = 3.52 eV
Maximum force = 1.83 eV/A
HOMO energy = -1.97 eV